{
  "formula": "C62H123Cl2N3O26P3",
  "method": "ωB97M-V/def2-TZVPD",
  "symbols": ["C", "C", "C", "C", "N", "C", "C", "C", "C", "C", "H", "H", "H", "H", "H", "H", "H", "H", "H", "H", "H", "H", "H", "H", "H", "H", "H", "H", "H", "H", "C", "C", "C", "C", "N", "C", "C", "C", "C", "C", "H", "H", "H", "H", "H", "H", "H", "H", "H", "H", "H", "H", "H", "H", "H", "H", "H", "H", "H", "H", "C", "C", "C", "C", "N", "C", "C", "C", "C", "C", "H", "H", "H", "H", "H", "H", "H", "H", "H", "H", "H", "H", "H", "H", "H", "H", "H", "H", "H", "H", "C", "C", "C", "O", "C", "C", "C", "O", "O", "O", "H", "H", "C", "C", "C", "O", "C", "C", "C", "O", "O", "O", "H", "H", "Cl", "C", "C", "Cl", "H", "H", "H", "H", "C", "O", "P", "O", "O", "C", "O", "C", "H", "H", "H", "H", "H", "H", "H", "H", "H", "C", "O", "P", "O", "O", "C", "O", "C", "H", "H", "H", "H", "H", "H", "H", "H", "H", "C", "O", "P", "O", "O", "C", "O", "C", "H", "H", "H", "H", "H", "H", "H", "H", "H", "C", "O", "C", "C", "O", "C", "C", "O", "C", "H", "H", "H", "H", "H", "H", "H", "H", "H", "H", "H", "H", "H", "H", "C", "O", "C", "C", "O", "C", "C", "O", "C", "H", "H", "H", "H", "H", "H", "H", "H", "H", "H", "H", "H", "H", "H"],
  "coordinates": [[9.0568, -0.7060, 3.0165], [7.8067, -1.4136, 2.4423], [6.9306, -0.6051, 1.4887], [6.3664, 0.7260, 2.1771], [5.4589, 1.6808, 1.4586], [3.9711, 1.4006, 1.8807], [3.6911, 1.9732, 3.2794], [4.7123, 3.1741, 3.3477], [5.5786, 3.0807, 2.0040], [5.6083, 1.6347, -0.0740], [9.5688, -0.1759, 2.2134], [9.7140, -1.4949, 3.3823], [8.8528, -0.0284, 3.8456], [7.1020, -1.7462, 3.2044], [8.1473, -2.3199, 1.9417], [6.1307, -1.2506, 1.1258], [7.4264, -0.3941, 0.5412], [7.2209, 1.3683, 2.3903], [6.0236, 0.6854, 3.2110], [3.3226, 2.0176, 1.2588], [3.6765, 0.3667, 1.7008], [2.6640, 2.3093, 3.4214], [3.7556, 1.2308, 4.0750], [4.1611, 4.1144, 3.3422], [5.3434, 3.1324, 4.2355], [5.1178, 3.6230, 1.1783], [6.6246, 3.3848, 2.0414], [5.3006, 2.5815, -0.5178], [5.1742, 0.7203, -0.4783], [6.6838, 1.8118, -0.0843], [-0.9066, -4.4347, 0.0112], [-1.6579, -3.2356, 0.7134], [-0.6986, -2.0601, 0.9397], [-1.5839, -0.7611, 1.0381], [-0.7161, 0.4870, 1.3803], [-1.6176, 1.8002, 1.5088], [-1.1632, 2.7685, 0.4980], [0.2468, 2.4683, 0.2011], [0.3107, 0.8931, 0.3088], [-0.0483, 0.4343, 2.8012], [-0.1276, -4.7422, 0.7087], [-0.3987, -4.1552, -0.9119], [-1.7309, -5.1441, -0.0625], [-1.9618, -3.4913, 1.7284], [-2.6464, -3.0476, 0.2945], [0.0466, -2.1305, 0.1473], [-0.2387, -2.2584, 1.9078], [-2.3830, -0.8013, 1.7783], [-2.0101, -0.4836, 0.0740], [-1.4653, 2.4312, 2.3844], [-2.6615, 1.5004, 1.4171], [-1.3046, 3.7757, 0.8900], [-1.7991, 2.7592, -0.3873], [0.9733, 3.0024, 0.8134], [0.5414, 2.8547, -0.7746], [1.1669, 0.4508, 0.8182], [0.0734, 0.3426, -0.6015], [0.6259, -0.4177, 2.7133], [-0.8016, 0.1241, 3.5254], [0.5574, 1.3318, 2.9266], [1.4117, 8.3175, -7.5557], [2.6592, 7.8720, -6.7822], [2.1900, 6.9469, -5.6373], [3.4537, 6.6041, -4.7029], [3.0784, 5.4216, -3.7476], [1.8769, 5.9578, -2.8597], [2.1297, 5.4374, -1.4778], [3.5460, 4.8080, -1.4408], [4.2532, 5.3230, -2.7428], [2.7540, 4.0801, -4.4245], [1.5761, 8.6987, -8.5636], [0.8208, 9.0513, -7.0075], [0.8412, 7.4062, -7.7349], [3.1836, 8.7536, -6.4135], [3.3704, 7.3842, -7.4488], [1.6822, 6.0507, -5.9938], [1.4438, 7.5012, -5.0681], [3.6956, 7.5175, -4.1594], [4.2952, 6.3286, -5.3386], [0.9996, 5.6142, -3.4077], [1.9150, 7.0438, -2.7743], [1.2649, 4.8803, -1.1176], [2.1515, 6.2600, -0.7631], [3.5386, 3.7341, -1.6276], [4.0871, 4.9986, -0.5141], [4.9217, 4.5332, -3.0854], [4.7664, 6.2550, -2.5062], [2.2869, 3.4571, -3.6618], [3.6569, 3.7543, -4.9410], [1.9594, 4.0024, -5.1666], [2.1437, 7.9608, 3.9246], [3.0351, 8.0069, 2.8305], [3.0796, 6.6734, 2.0132], [3.9354, 6.6001, 1.1781], [2.1694, 5.6078, 2.2653], [1.2316, 5.7131, 3.3011], [1.2223, 7.0017, 4.1415], [0.5097, 7.1533, 5.1388], [0.3101, 4.8338, 3.3555], [3.9678, 8.7483, 2.6106], [2.3424, 8.8282, 4.5364], [2.0384, 4.7839, 1.5794], [1.3425, 0.9364, -3.0137], [0.4107, 0.0002, -3.2394], [0.6445, -1.4480, -2.7890], [-0.3089, -2.3033, -2.8507], [1.6900, -1.7568, -2.0385], [2.8312, -0.8196, -1.8506], [2.5729, 0.6902, -2.3490], [3.4282, 1.5821, -2.3120], [3.9927, -1.0581, -1.3849], [-0.6380, 0.3957, -3.9951], [1.1794, 1.9614, -3.3124], [1.8647, -2.7614, -1.6827], [-4.4858, -1.5756, -0.9303], [-3.6318, -0.8715, -2.4196], [-4.0554, 0.5837, -2.8144], [-4.0179, 1.6645, -1.4287], [-3.8478, -1.5455, -3.2485], [-2.5781, -0.9182, -2.1445], [-5.0512, 0.5999, -3.2574], [-3.4124, 0.9723, -3.6041], [-5.7186, 8.5472, 0.2275], [-4.2948, 8.6697, 0.3131], [-3.3187, 7.4415, 0.7585], [-3.6636, 6.1634, 0.0927], [-3.3976, 7.4749, 2.3766], [-2.2690, 6.9931, 3.1464], [-1.8317, 8.0252, 0.4375], [-0.8930, 7.2299, -0.2249], [-6.1140, 9.2024, 1.0037], [-6.1694, 7.5810, 0.4543], [-6.1669, 8.9667, -0.6732], [-1.3778, 7.6013, 2.9913], [-2.1084, 5.9427, 2.9036], [-2.3993, 7.0555, 4.2268], [-0.0922, 7.0692, 0.4969], [-0.4635, 7.6970, -1.1112], [-1.1600, 6.2214, -0.5406], [-4.2996, 3.9004, 4.0134], [-4.8445, 2.8002, 3.4125], [-4.6059, 1.3392, 4.1531], [-3.3875, 1.2991, 5.0374], [-4.3818, 0.3401, 2.9342], [-5.3018, 0.0081, 1.9216], [-5.9725, 0.9475, 4.8082], [-5.9655, 0.1616, 6.0500], [-3.2204, 3.8696, 3.8630], [-4.3962, 3.9860, 5.0957], [-4.6823, 4.8622, 3.6722], [-4.7769, -0.8778, 1.5640], [-5.2603, 0.7198, 1.0971], [-6.3020, -0.1674, 2.3176], [-6.9444, -0.3127, 6.1190], [-5.8685, 0.8967, 6.8490], [-5.1224, -0.5206, 6.1588], [0.4232, -7.3279, -7.3090], [-0.3224, -7.7485, -6.1945], [-1.7698, -7.0576, -5.8980], [-2.7352, -7.8350, -5.0624], [-1.4445, -5.5339, -5.3301], [-0.5008, -5.3393, -4.2212], [-2.4315, -6.7455, -7.3394], [-3.6827, -6.1508, -7.5461], [-0.0992, -7.8323, -8.1218], [1.4376, -7.7198, -7.2347], [0.5131, -6.2435, -7.2449], [0.2552, -4.5794, -4.4192], [0.1777, -6.1765, -4.0578], [-1.0409, -5.1814, -3.2877], [-3.7971, -5.8746, -8.5943], [-3.7632, -5.2758, -6.9011], [-4.5429, -6.7840, -7.3288], [-1.8050, -9.3165, 2.8995], [-2.6785, -8.1540, 2.9197], [-2.1232, -7.2207, 3.7733], [-2.9866, -5.9873, 3.7818], [-2.4722, -5.2438, 4.9160], [-3.2996, -4.1693, 5.4719], [-3.3307, -2.9492, 4.4335], [-3.8712, -3.1228, 3.1042], [-5.2956, -3.0740, 3.0757], [-0.8827, -9.1715, 2.3370], [-2.4676, -10.0333, 2.4144], [-1.6760, -9.7159, 3.9054], [-1.1241, -6.9323, 3.4468], [-2.1243, -7.5935, 4.7976], [-4.0573, -6.1819, 3.7196], [-2.7490, -5.4612, 2.8572], [-2.8517, -3.7699, 6.3818], [-4.2444, -4.6320, 5.7572], [-2.3103, -2.6767, 4.1642], [-3.8204, -2.1116, 4.9302], [-5.7285, -2.1934, 3.5502], [-5.7543, -3.9138, 3.5978], [-5.3475, -3.0704, 1.9870], [2.4349, -6.6402, -0.4916], [2.2387, -8.0039, -0.5521], [0.9923, -8.3601, -0.0345], [-0.1772, -8.0225, -0.9495], [-1.3571, -8.6189, -0.4233], [-1.3619, -9.9239, -0.8612], [-2.5531, -9.9883, -1.9018], [-3.8493, -9.9445, -1.3295], [-4.1752, -8.8312, -0.5287], [2.6746, -6.3368, 0.5275], [1.7577, -5.9323, -0.9695], [3.4045, -6.4513, -0.9524], [0.8654, -7.9514, 0.9680], [1.1191, -9.4379, 0.0673], [-0.1543, -8.2860, -2.0069], [-0.4905, -6.9818, -0.8661], [-1.7297, -10.5342, -0.0364], [-0.5328, -10.4668, -1.3149], [-2.4505, -11.0019, -2.2893], [-2.5320, -9.2134, -2.6681], [-5.2209, -8.5927, -0.3345], [-3.7243, -7.9163, -0.9131], [-3.6205, -8.9718, 0.3991]],
  "mulliken_spin": [0.00, 0.00, 0.00, 0.00, 0.00, 0.00, 0.00, 0.02, 0.00, 0.00, 0.00, 0.00, 0.00, 0.00, 0.00, 0.00, 0.00, 0.00, 0.00, 0.00, 0.00, 0.00, 0.00, -0.01, 0.00, 0.00, 0.00, 0.00, 0.00, 0.00, 0.00, 0.00, 0.00, 0.00, 0.00, 0.00, 0.00, 0.00, 0.00, 0.00, 0.00, 0.00, 0.00, 0.00, 0.00, 0.00, 0.00, 0.00, 0.00, 0.00, 0.00, 0.00, 0.00, 0.00, 0.00, 0.00, 0.00, 0.00, 0.00, 0.00, 0.00, 0.00, 0.00, 0.00, 0.00, 0.00, 0.00, 0.00, 0.00, 0.00, 0.00, 0.00, 0.00, 0.00, 0.00, 0.00, 0.00, 0.00, 0.00, 0.00, 0.00, 0.00, 0.00, 0.00, 0.00, 0.00, 0.00, 0.00, 0.00, 0.00, 0.35, 0.08, 0.00, -0.01, 0.07, -0.05, 0.07, 0.27, 0.01, 0.20, -0.01, 0.00, 0.00, 0.00, 0.00, 0.00, 0.00, 0.00, 0.00, 0.00, 0.00, 0.00, 0.00, 0.00, 0.00, 0.00, 0.00, 0.00, 0.00, 0.00, 0.00, 0.00, 0.00, 0.00, 0.00, 0.00, 0.00, 0.00, 0.00, 0.01, 0.00, 0.00, 0.00, 0.00, 0.00, 0.00, -0.01, 0.00, 0.00, 0.00, 0.00, 0.00, 0.00, 0.00, 0.00, 0.00, 0.00, 0.00, 0.00, 0.00, 0.00, 0.00, 0.00, 0.00, 0.00, 0.00, 0.00, 0.00, 0.00, 0.00, 0.00, 0.00, 0.00, 0.00, 0.00, 0.00, 0.00, 0.00, 0.00, 0.00, 0.00, 0.00, 0.00, 0.00, 0.00, 0.00, 0.00, 0.00, 0.00, 0.00, 0.00, 0.00, 0.00, 0.00, 0.00, 0.00, 0.00, 0.00, 0.00, 0.00, 0.00, 0.00, 0.00, 0.00, 0.00, 0.00, 0.00, 0.00, 0.00, 0.00, 0.00, 0.00, 0.00, 0.00, 0.00, 0.00, 0.00, 0.00, 0.00, 0.00, 0.00, 0.00, 0.00, 0.00, 0.00, 0.00, 0.00, 0.00, 0.00],
  "energy_ha": -6500.7889,
  "e_homo_ev": [-6.26, -6.26],
  "homo_lumo_gap_ev": [6.1, 3.9],
  "multiplicity": 2,
  "s2": 0.78
}